{
  "formula": "C6H8N2O2",
  "method": "ωB97M-V with the def2-TZVPD basis set",
  "de_lowest_kj_mol": 386.1,
  "lumo_ev": [-1.67, -1.67],
  "energy_ev": -13423.3721,
  "spin_multiplicity": 1,
  "orbital_gap_ev": [6.304, 6.306],
  "symbols": ["O", "O", "N", "N", "C", "C", "C", "C", "C", "C", "H", "H", "H", "H", "H", "H", "H", "H"],
  "xyz": [[1.79826, -2.48133, -0.75580], [0.10308, -1.36810, -1.80221], [0.09606, 0.56690, 0.51807], [-0.41870, 1.74600, 0.06924], [1.44228, 0.74965, 0.83314], [-1.94408, -0.67453, 0.14115], [0.51348, 2.63125, 0.14203], [1.77648, 2.06846, 0.64602], [1.04108, -2.16240, -1.63636], [-0.59564, -0.58023, 0.53968], [2.61563, 2.59921, 0.95291], [2.14413, 0.02302, 1.32433], [0.31951, 3.51450, -0.50869], [0.00051, -1.52165, 0.82703], [-2.52493, -1.32053, 0.74140], [1.10887, -2.70711, -2.66733], [-1.89604, -1.17839, -0.83038], [-2.46781, 0.26006, 0.09425]]
}

{
  "formula": "C48H43N3O2SSbSnTe",
  "method": "ωB97M-V with the def2-TZVPD basis set",
  "de_lowest_kj_mol": 111.1,
  "lumo_ev": 2.29,
  "energy_ev": -89536.7966,
  "spin_multiplicity": 1,
  "orbital_gap_ev": 7.095,
  "total_charge": -1,
  "symbols": ["Te", "Sb", "Sn", "S", "O", "O", "N", "N", "N", "C", "C", "C", "C", "C", "C", "C", "C", "C", "C", "C", "C", "C", "C", "C", "C", "C", "C", "C", "C", "C", "C", "C", "C", "C", "C", "C", "C", "C", "C", "C", "C", "C", "C", "C", "C", "C", "C", "C", "C", "C", "C", "C", "C", "C", "C", "C", "C", "H", "H", "H", "H", "H", "H", "H", "H", "H", "H", "H", "H", "H", "H", "H", "H", "H", "H", "H", "H", "H", "H", "H", "H", "H", "H", "H", "H", "H", "H", "H", "H", "H", "H", "H", "H", "H", "H", "H", "H", "H", "H", "H"],
  "xyz": [[0.08456, 1.78425, 2.57091], [-3.21316, 2.54902, -2.06297], [0.51914, -0.67293, 0.45558], [-2.96395, 1.97877, 0.09587], [-1.51672, -3.05513, -3.08468], [4.57699, -2.26585, 0.19406], [-0.99747, -1.15640, -1.86759], [1.33215, -2.32764, -1.12740], [2.79541, -0.82406, 0.49124], [2.20230, 2.30978, 4.69135], [4.11904, 0.13319, 2.31485], [-0.66360, 4.16037, -5.20697], [2.47276, -2.86475, -0.69907], [-5.84386, 0.74210, -6.19730], [0.47497, -3.05093, -1.83843], [5.11563, 2.05005, 0.55592], [-2.19217, -0.61309, -2.40908], [0.81685, 2.96197, -3.73924], [0.73663, -4.37904, -2.14623], [-1.73335, 3.85284, -4.37688], [3.70087, 0.15564, 0.98372], [-0.25270, 2.64479, -2.91359], [-3.33269, 0.50660, -4.38147], [5.54213, 2.03262, 1.87411], [1.77643, 2.71114, 3.42803], [1.91769, -4.94750, -1.69620], [0.61239, 3.71908, -4.88387], [-3.23975, -1.64991, -0.34159], [-6.30993, 5.60734, -1.57740], [-5.70782, 2.06543, -5.58534], [-5.32392, -0.39188, -5.72331], [-2.14477, -0.02750, -3.62614], [5.04631, 1.07496, 2.74323], [-5.62326, 4.41230, -1.72920], [-0.79765, -2.38813, -2.31409], [-1.52859, 3.09913, -3.22323], [-0.87190, -0.05543, -4.42661], [-4.67511, -0.54413, -1.97499], [2.38731, 3.80611, 2.82433], [-5.05167, 2.38464, -4.46484], [-3.43255, -0.88738, -1.62196], [-4.28680, 1.44096, -3.57862], [-5.63450, 6.81514, -1.69658], [3.79113, 1.08064, -1.35364], [3.59215, -0.91775, 3.24841], [-3.58894, 5.62265, -2.12051], [3.81166, 4.09749, 4.74308], [-5.10312, 0.15974, -3.22119], [3.40442, 4.48853, 3.47503], [3.20835, 3.00492, 5.34874], [0.74256, 1.58048, 0.53578], [2.81292, -4.17880, -0.96614], [-4.49844, -0.52243, -4.48743], [3.39173, -1.94896, 0.06998], [-4.25890, 4.40951, -2.01068], [4.20510, 1.10765, 0.09202], [-4.27410, 6.82169, -1.96464], [3.85579, 0.07122, -1.76106], [5.50989, 2.78822, -0.13435], [0.07637, 2.20770, -0.04487], [-3.01043, 0.93287, -5.33131], [4.42800, 1.73786, -1.94733], [-4.18663, -1.55212, -4.32362], [4.60125, 4.63622, 5.25239], [2.75334, 1.40501, -1.47153], [5.37369, 1.06028, 3.77620], [1.80758, 2.59856, -3.49716], [-2.82041, -2.63697, -0.54790], [-6.42642, 0.69856, -7.11062], [0.00574, -4.91656, -2.73259], [-0.09708, 2.01572, -2.04594], [-6.20594, 2.87694, -6.10560], [-2.52432, 5.64013, -2.32390], [-6.18224, 0.31021, -3.23646], [-2.72527, 4.20786, -4.63446], [2.06336, 4.12906, 1.84230], [-4.19454, -1.77021, 0.17029], [1.44719, 3.95612, -5.53162], [-6.15874, 3.47454, -1.62012], [2.14241, -5.98400, -1.91697], [-0.80479, 0.80230, -5.10002], [0.00244, -0.07411, -3.77888], [1.74743, 1.44643, 5.16266], [-0.84538, -0.96932, -5.03090], [3.52883, 2.68262, 6.33244], [-6.16808, 7.74931, -1.57368], [3.87762, 5.33353, 2.98944], [-7.37064, 5.59671, -1.35957], [3.75926, -4.55474, -0.60483], [1.76656, 1.95133, 0.49627], [3.90122, -0.71121, 4.27382], [6.25498, 2.76829, 2.22620], [-5.50934, -1.30596, -6.27752], [2.50094, -0.96002, 3.21653], [3.96751, -1.90230, 2.95931], [-3.74095, 7.76067, -2.04743], [-2.55115, -1.12894, 0.32246], [-5.08731, 3.42800, -4.17274], [-5.47773, -0.82397, -1.30132], [-0.82805, 4.74417, -6.10418]]
}

{
  "formula": "C22H47O36PS9",
  "method": "ωB97M-V with the def2-TZVPD basis set",
  "lumo_ev": 0.19,
  "energy_ev": -204079.8098,
  "spin_multiplicity": 1,
  "orbital_gap_ev": 8.559,
  "symbols": ["S", "S", "S", "S", "S", "S", "S", "S", "S", "P", "O", "O", "O", "O", "O", "O", "O", "O", "O", "O", "O", "O", "O", "O", "O", "O", "O", "O", "O", "O", "O", "O", "O", "O", "O", "O", "O", "O", "O", "O", "O", "O", "O", "O", "O", "O", "C", "C", "C", "C", "C", "C", "C", "C", "C", "C", "C", "C", "C", "C", "C", "C", "C", "C", "C", "C", "C", "C", "H", "H", "H", "H", "H", "H", "H", "H", "H", "H", "H", "H", "H", "H", "H", "H", "H", "H", "H", "H", "H", "H", "H", "H", "H", "H", "H", "H", "H", "H", "H", "H", "H", "H", "H", "H", "H", "H", "H", "H", "H", "H", "H", "H", "H", "H", "H"],
  "xyz": [[1.94592, 4.06616, 0.65122], [-6.24238, -0.40469, 2.18370], [-3.20607, 3.63276, -9.69581], [-0.11399, 7.99035, -12.66147], [1.10805, 0.52584, -0.56074], [-0.53776, 0.25816, 6.04774], [-4.62111, -1.53589, -5.37746], [1.27195, -3.29242, 7.07735], [5.79001, -4.63942, 11.16806], [-1.48340, 0.80608, -1.32883], [2.38813, -0.52565, -0.24013], [3.58814, -4.52767, 1.59991], [-6.55978, -1.34604, 1.14746], [-6.68582, -1.04729, 3.60788], [0.80398, -3.94413, 8.49065], [2.87717, -3.36634, 7.33276], [-0.35221, 7.72823, -11.07686], [-3.39290, 2.05001, -10.00394], [0.94367, -4.21374, 6.02657], [-5.52095, -1.47570, -4.02802], [4.60293, -5.36926, 10.82966], [2.00017, 5.61582, 0.16776], [-4.10358, 3.69436, -8.34498], [-4.63784, -0.44001, 2.42491], [-5.28977, -0.79168, -6.40712], [-0.35611, 9.37564, -12.93799], [1.60716, 4.03241, 2.04298], [1.23738, 3.31228, -0.34137], [5.79848, -3.55833, 12.10930], [-4.80702, -3.11934, -5.68565], [-1.17817, 0.46988, 4.56797], [6.48272, -4.12144, 9.79303], [-0.15629, -0.34854, -1.26111], [-0.90850, 1.37986, 6.86460], [-3.87425, 4.37682, -10.72365], [-6.67096, 0.96218, 2.15077], [6.94262, -5.69741, 11.60076], [0.58050, 0.90260, 0.82525], [-3.25264, -1.30637, -5.01386], [-0.75619, -1.10149, 6.44647], [0.86911, -1.91595, 7.05729], [-1.37622, 7.12900, -13.21133], [1.02163, 0.43255, 5.62824], [1.09257, 7.31827, -13.04953], [-1.83636, 3.86186, -9.33446], [3.53158, 3.74229, 0.50054], [3.40955, -0.48304, -1.27755], [7.85026, -4.53050, 9.77825], [7.87486, -5.85335, 10.53027], [-4.79673, 2.45681, -8.17461], [-5.33352, -3.76108, -4.52378], [-1.61535, 7.09010, -10.88238], [-0.18504, 1.02943, 3.70589], [-3.91846, 1.40886, -8.84099], [3.88387, -3.03539, -0.48577], [3.36023, 6.03469, 0.05588], [-4.36570, -0.78456, 3.78505], [4.52639, -1.60454, -0.86072], [3.12826, -3.73362, 8.68963], [-2.54189, 0.39326, 0.21854], [-2.48472, 0.29591, -2.86947], [-5.54366, -1.64050, 4.22658], [4.50212, -3.59629, 0.91907], [-1.86844, 6.29977, -12.15751], [1.13484, 0.46217, 4.20367], [-6.21348, -2.71313, -3.85854], [1.92839, -4.56888, 9.11092], [4.14532, 4.77287, -0.27279], [2.73823, -3.05534, -0.43985], [1.28144, -0.56357, 3.85238], [-0.21445, 2.11751, 3.81813], [5.20290, 4.86387, -0.02282], [1.80283, -4.60018, 10.19345], [-4.30958, 0.14031, 4.36599], [1.98605, 1.07378, 3.90132], [-5.45012, -2.66428, 3.85173], [3.46158, 6.79688, -0.71822], [8.43649, -3.76853, 10.30054], [3.19883, -2.81708, 9.28320], [7.53033, -6.67479, 9.89544], [-3.28700, 1.27053, 0.35061], [3.02242, -0.62832, -2.34743], [5.10610, -1.18991, 0.06020], [-4.49287, -4.03709, -3.88011], [-3.07732, 1.13271, -8.19817], [-1.58707, 6.44991, -9.99950], [-2.92465, 6.07560, -12.30482], [5.42433, -4.21409, 0.63048], [4.18876, -3.82109, -1.28973], [3.94319, 0.55121, -1.26524], [-4.47541, 0.51223, -9.11381], [-2.37208, 7.86776, -10.74322], [-1.81313, -0.17932, -3.67088], [5.29898, -1.68461, -1.72406], [-4.95357, 2.25001, -7.11508], [3.66861, 6.45182, 1.01891], [-3.26710, -0.48262, -2.55224], [-3.41677, -1.31771, 3.86091], [-1.91629, 0.25434, 1.16659], [-5.65977, -1.66094, 5.31056], [4.70597, -2.75254, 1.67097], [4.06311, -4.28809, 8.76703], [4.04312, 4.50864, -1.32978], [2.00349, -5.58973, 8.72413], [-5.88958, -4.65813, -4.79773], [-6.37166, -2.91937, -2.79889], [-3.07106, 1.19148, -3.31251], [-3.10690, -0.58841, -0.05336], [2.65290, -4.22690, 1.46475], [-7.18150, -2.63340, -4.36139], [8.21236, -4.62714, 8.75424], [-0.38422, 0.76742, 2.66807], [-1.29468, 5.36812, -12.16416], [-5.76546, 2.53692, -8.67610], [8.86654, -6.08797, 10.91984]]
}

{
  "formula": "C6H7ClO",
  "method": "ωB97M-V with the def2-TZVPD basis set",
  "de_lowest_kj_mol": 495.2,
  "smiles": "C#C[C@@H](O)[C@H]1C[C@@H]1Cl",
  "lumo_ev": 0.76,
  "energy_ev": -20900.4014,
  "spin_multiplicity": 1,
  "orbital_gap_ev": 10.529,
  "symbols": ["Cl", "O", "C", "C", "C", "C", "C", "C", "H", "H", "H", "H", "H", "H", "H"],
  "xyz": [[-3.15973, 0.26522, -0.28781], [1.40058, -1.63826, 0.10229], [-0.67468, -0.59884, -0.37406], [-1.46569, 0.65169, 0.13499], [1.36283, 0.89735, -0.38686], [0.79092, -0.47211, -0.72319], [2.09090, 1.84808, 0.05574], [-0.92626, -0.37736, 1.07775], [1.07593, -0.51823, -1.78274], [1.03396, -2.40483, -0.34125], [-1.03352, -1.34818, -1.05533], [-1.51204, -1.01709, 1.79374], [2.23722, 2.93870, 0.46430], [-1.28783, 1.72910, -0.19448], [0.06742, 0.04475, 1.51690]]
}

{
  "formula": "C11H22AsMnO5S4",
  "method": "ωB97M-V with the def2-TZVPD basis set",
  "de_lowest_kj_mol": 11.0,
  "lumo_ev": [-6.60, -6.87],
  "energy_ev": -157483.5718,
  "spin_multiplicity": 1,
  "orbital_gap_ev": [8.108, 8.030],
  "total_charge": 2,
  "symbols": ["As", "Mn", "S", "S", "S", "S", "O", "O", "O", "O", "O", "C", "C", "C", "C", "C", "C", "C", "C", "C", "C", "C", "H", "H", "H", "H", "H", "H", "H", "H", "H", "H", "H", "H", "H", "H", "H", "H", "H", "H", "H", "H", "H", "H"],
  "xyz": [[-3.05533, 2.97569, 0.60134], [-0.63027, 0.07738, 0.28381], [-4.18245, 1.66713, 1.99084], [-3.11917, 0.73181, 0.45872], [-0.81085, 1.22679, 2.31266], [-1.06085, 3.17114, 1.72135], [-1.68505, -0.82363, -1.08921], [-0.38989, -1.78804, 0.98757], [1.55936, 1.74336, 1.12935], [0.86903, -0.49943, -0.86455], [-0.64276, 1.52662, -1.26064], [-1.48654, 1.12624, -2.37066], [0.81254, 0.71894, 1.60469], [-1.66478, -2.37367, 0.67868], [1.48125, -0.20460, 2.60349], [2.60153, 2.30763, 1.94847], [0.72802, 1.76448, -1.64489], [0.74627, -2.50931, 0.43660], [-1.61502, -0.39414, -2.44935], [1.50845, 0.44584, -1.74378], [-1.99604, -2.19423, -0.79993], [1.66409, -1.58456, -0.38224], [-2.38424, -1.84934, 1.30368], [0.76690, 2.30457, -2.59052], [0.77994, -0.95603, 2.96087], [1.30242, -2.93361, 1.27081], [-2.46530, 1.56743, -2.19592], [2.21253, 2.59159, 2.92745], [-3.05403, -2.39811, -0.97740], [1.13829, 2.39079, -0.86607], [2.09513, -2.13291, -1.22156], [-2.52484, -0.66644, -2.98628], [0.38052, -3.32684, -0.18139], [-0.76221, -0.86564, -2.94416], [2.93673, 3.19788, 1.42506], [-1.09517, 1.52823, -3.30369], [2.34687, -0.69864, 2.16074], [1.49674, 0.03403, -2.75496], [1.83832, 0.35176, 3.46919], [2.54406, 0.61017, -1.44253], [3.43442, 1.61492, 2.06094], [2.48167, -1.18982, 0.22104], [-1.69513, -3.43045, 0.95252], [-1.40514, -2.85500, -1.44016]]
}